This record from OMol25 describes a structure of composition ClFHfI3 at a distorted geometry. The level of theory is ωB97M-V/def2-TZVPD.

```
6
Properties=species:S:1:pos:R:3:nbo_charge:R:1
Hf 0.131 0.159 0.172 1.468
I -1.357 2.196 1.263 -0.338
I 0.760 -1.146 2.603 -0.373
I -2.060 -1.383 -0.654 -0.320
Cl 0.023 1.461 -2.372 -0.621
F 2.503 -1.287 -1.013 -0.818
```

* lowest unoccupied orbital energy: 1.8 eV
* total charge: -1
* molecular weight: 613.7 g/mol
* highest occupied orbital energy: -0.2306 hartree



This record from OMol25 describes a cluster of 13 separate species, C19H64O13 in total at a distorted geometry. The level of theory is ωB97M-V/def2-TZVPD.

```
96
Properties=species:S:1:pos:R:3:lowdin_charge:R:1
C -2.591 -5.211 -3.490 -0.151
O -1.875 -5.042 -2.253 -0.131
H -2.256 -6.159 -3.911 0.076
H -3.678 -5.280 -3.480 0.071
H -2.259 -4.380 -4.112 0.074
H -1.976 -4.122 -1.999 0.062
C -0.366 0.033 0.265 -0.157
O -1.277 -0.650 -0.576 -0.139
H 0.639 -0.362 0.114 0.084
H -0.452 1.101 0.064 0.076
H -0.763 -0.090 1.273 0.074
H -2.084 -0.143 -0.461 0.064
C -0.659 1.512 6.526 -0.170
O -1.785 2.218 6.024 -0.122
H -0.768 1.320 7.593 0.075
H -0.490 0.594 5.962 0.073
H 0.268 2.077 6.429 0.074
H -2.537 1.680 6.279 0.069
O -2.182 0.594 -4.771 -0.050
H -2.033 0.292 -3.875 0.022
H -3.134 0.658 -4.848 0.021
O 2.067 -3.282 -3.706 -0.053
H 1.759 -3.326 -4.611 0.031
H 1.278 -3.396 -3.177 0.023
C -2.667 -4.085 3.911 -0.099
C -1.863 -5.275 3.418 -0.337
O -1.336 -5.919 4.557 -0.080
H -3.490 -4.463 4.517 0.075
H -2.975 -3.623 2.973 0.070
H -2.072 -3.417 4.534 0.070
H -1.120 -4.940 2.694 0.107
H -2.529 -5.949 2.879 0.112
H -0.589 -5.409 4.879 0.082
C 6.161 0.121 -3.100 -0.086
C 4.999 1.100 -3.430 -0.308
O 4.277 0.692 -4.588 -0.085
H 6.932 0.015 -3.864 0.070
H 5.729 -0.845 -2.839 0.063
H 6.667 0.469 -2.200 0.064
H 5.361 2.127 -3.477 0.107
H 4.280 1.106 -2.611 0.100
H 3.836 -0.129 -4.356 0.073
C -4.815 4.226 1.370 -0.098
C -5.138 2.795 1.079 -0.350
O -4.656 2.427 -0.188 -0.076
H -5.441 4.843 0.725 0.074
H -3.795 4.545 1.154 0.079
H -4.930 4.516 2.414 0.078
H -6.211 2.616 1.152 0.111
H -4.623 2.140 1.782 0.112
H -5.012 3.150 -0.709 0.072
C 2.731 5.580 3.453 -0.098
C 3.506 4.418 2.871 -0.351
O 4.841 4.789 2.705 -0.071
H 3.255 6.035 4.294 0.074
H 1.756 5.188 3.739 0.070
H 2.568 6.312 2.662 0.074
H 3.005 4.092 1.960 0.114
H 3.422 3.592 3.578 0.102
H 5.296 4.864 3.546 0.086
C -7.674 -1.073 -3.818 -0.089
C -7.845 0.035 -4.867 -0.325
O -6.536 0.377 -5.242 -0.087
H -7.085 -1.928 -4.148 0.070
H -8.643 -1.440 -3.479 0.070
H -7.082 -0.677 -2.992 0.068
H -8.413 0.877 -4.470 0.109
H -8.397 -0.360 -5.720 0.103
H -6.387 1.305 -5.441 0.083
C 6.115 -0.752 4.970 -0.079
C 5.600 -1.134 3.582 -0.348
O 4.348 -1.729 3.691 -0.078
H 7.194 -0.666 4.835 0.069
H 6.042 -1.528 5.732 0.073
H 5.615 0.106 5.419 0.069
H 6.295 -1.855 3.152 0.103
H 5.537 -0.384 2.794 0.109
H 4.229 -2.179 2.851 0.081
C 5.332 -6.847 0.198 -0.069
C 3.830 -6.237 0.239 -0.273
O 4.043 -4.845 0.021 -0.114
H 5.870 -6.581 -0.712 0.064
H 5.185 -7.899 0.443 0.056
H 5.832 -6.416 1.065 0.059
H 3.458 -6.307 1.261 0.099
H 3.079 -6.699 -0.402 0.101
H 4.033 -4.617 -0.912 0.076
C -1.872 7.571 -3.887 -0.096
C -1.205 6.246 -3.589 -0.350
O 0.110 6.390 -4.023 -0.071
H -2.897 7.603 -3.518 0.068
H -1.826 7.786 -4.955 0.074
H -1.335 8.401 -3.429 0.074
H -1.623 5.440 -4.191 0.110
H -1.274 5.992 -2.531 0.107
H 0.141 5.683 -4.672 0.083
```

* lowest unoccupied orbital energy: 0.0 eV
* relative energy (zero: lowest compared OMol25 entry of this formula, charge and spin): 63.8 kcal per mole
* molecular weight: 500.7 g/mol
* highest occupied orbital energy: -0.3655 hartree



This record from OMol25 describes an isolated molecule of C4H5N3S at a distorted geometry. The level of theory is ωB97M-V/def2-TZVPD.

```
13
Properties=species:S:1:pos:R:3:nbo_charge:R:1
C 2.186 -0.209 0.183 -0.439
N 0.718 0.070 -0.206 0.001
N 0.280 1.225 -0.138 -0.158
C -1.036 1.355 0.028 -0.060
C -2.043 0.176 -0.079 -0.239
S -3.645 -0.055 0.076 -0.020
C -1.232 -0.969 -0.207 0.026
N 0.013 -1.089 -0.082 -0.226
H 2.542 -0.855 -0.571 0.210
H 2.983 0.744 0.167 0.236
H 2.502 -0.853 1.190 0.235
H -1.364 2.431 -0.172 0.219
H -1.905 -1.972 -0.190 0.214
```

* lowest unoccupied orbital energy: -0.7 eV
* relative energy (zero: lowest compared OMol25 entry of this formula, charge and spin): 107.3 kcal per mole
* structure (SMILES): Cn1ncc(=S)cn1
* molecular weight: 127.2 g/mol
* highest occupied orbital energy: -0.3142 hartree



This record from OMol25 describes an isolated molecule of C21H26N4O3S at a distorted geometry. The level of theory is ωB97M-V/def2-TZVPD.

```
55
Properties=species:S:1:pos:R:3:nbo_charge:R:1
C -7.285 -0.764 -0.545 -0.633
C -5.814 -0.738 -0.322 0.168
C -5.038 0.373 -0.218 -0.477
S -3.384 -0.050 0.041 0.363
C -3.873 -1.736 -0.013 0.250
N -3.037 -2.808 0.132 -0.620
C -1.685 -2.936 0.355 0.697
O -1.218 -4.046 0.476 -0.590
C -0.880 -1.667 0.437 -0.528
C 0.604 -1.964 0.643 -0.490
C 1.309 -0.734 1.178 0.713
O 0.709 0.111 1.830 -0.673
N 2.619 -0.585 0.877 -0.459
C 3.286 0.652 1.274 -0.309
C 2.961 1.794 0.293 0.668
O 3.743 2.154 -0.565 -0.641
N 1.746 2.320 0.492 -0.625
C 1.141 3.292 -0.392 -0.063
C 0.011 2.642 -1.206 -0.408
C -1.208 2.793 -0.304 -0.410
C -1.058 4.215 0.232 -0.406
C 0.454 4.405 0.425 -0.416
C 3.402 -1.530 0.166 0.219
C 4.102 -1.127 -0.966 -0.262
C 4.892 -2.038 -1.645 -0.184
C 4.993 -3.346 -1.201 -0.215
C 4.312 -3.740 -0.062 -0.200
C 3.524 -2.836 0.627 -0.249
N -5.136 -1.912 -0.204 -0.492
H -7.677 0.246 -0.619 0.217
H -7.772 -1.283 0.279 0.228
H -7.508 -1.309 -1.460 0.228
H -5.326 1.402 -0.273 0.240
H -3.531 -3.695 0.083 0.430
H -1.236 -1.069 1.282 0.266
H -1.031 -1.077 -0.470 0.236
H 1.065 -2.304 -0.285 0.238
H 0.688 -2.773 1.372 0.255
H 4.363 0.480 1.278 0.235
H 2.944 0.920 2.277 0.234
H 1.136 1.869 1.167 0.431
H 1.945 3.668 -1.029 0.238
H 0.240 1.606 -1.452 0.212
H -0.138 3.195 -2.134 0.207
H -2.146 2.643 -0.837 0.210
H -1.160 2.071 0.513 0.202
H -1.611 4.369 1.156 0.212
H -1.432 4.924 -0.508 0.199
H 0.776 5.390 0.092 0.217
H 0.730 4.302 1.474 0.214
H 4.035 -0.105 -1.306 0.250
H 5.431 -1.721 -2.525 0.218
H 5.608 -4.054 -1.736 0.216
H 4.400 -4.753 0.299 0.219
H 3.014 -3.138 1.528 0.220
```

* lowest unoccupied orbital energy: 0.5 eV
* relative energy (zero: lowest compared OMol25 entry of this formula, charge and spin): 0.0 kcal per mole
* structure (SMILES): Cc1csc(NC(=O)CCC(=O)N(CC(=O)NC2CCCC2)c2ccccc2)n1
* molecular weight: 414.5 g/mol
* highest occupied orbital energy: -0.3142 hartree



This record from OMol25 describes an isolated molecule of C4H5NO2. The level of theory is ωB97M-V/def2-TZVPD.

```
12
Properties=species:S:1:pos:R:3:nbo_charge:R:1
O -1.931 -0.793 2.022 -0.494
C -1.376 -0.646 0.963 0.415
C 0.041 -0.178 0.848 -0.148
C 0.910 -0.862 -0.209 -0.185
N 0.459 0.459 -0.344 -0.438
C 0.325 1.509 -1.198 0.540
O 0.844 1.572 -2.288 -0.574
H -1.877 -0.867 -0.004 0.115
H 0.492 0.136 1.788 0.223
H 0.450 -1.622 -0.842 0.207
H 1.960 -1.019 0.024 0.216
H -0.295 2.310 -0.760 0.123
```

* lowest unoccupied orbital energy: 0.5 eV
* relative energy (zero: lowest compared OMol25 entry of this formula, charge and spin): 47.9 kcal per mole
* structure (SMILES): O=C[C@H]1CN1C=O
* molecular weight: 99.1 g/mol
* highest occupied orbital energy: -0.3702 hartree



This record from OMol25 describes a structure of composition C9H29FeN7O3P2S at a distorted geometry. The level of theory is ωB97M-V/def2-TZVPD.

```
52
Properties=species:S:1:pos:R:3:nbo_charge:R:1
Fe -2.066 0.594 0.170 1.518
N -2.772 -0.590 -1.695 -0.705
N -4.243 -0.807 -1.795 -0.446
C -5.048 -0.399 -0.774 0.309
N -6.375 -0.583 -0.916 -0.725
S -4.451 0.076 0.722 -0.243
H -2.436 -0.191 -2.587 0.398
H -2.330 -1.520 -1.644 0.399
H -4.543 -0.860 -2.805 0.420
H -6.814 -0.769 -1.797 0.420
H -6.910 -0.414 -0.132 0.429
C 0.863 1.594 -3.291 -0.404
N 1.575 1.280 -2.057 -0.814
C 2.993 0.902 -2.057 -0.417
P 0.838 1.505 -0.618 2.506
O -0.700 1.626 -0.746 -1.210
O 1.128 -0.040 0.065 -1.102
P 0.391 -1.132 1.089 2.521
O -1.130 -0.870 1.102 -1.205
N 0.659 -2.622 0.428 -0.832
C -0.350 -3.699 0.551 -0.394
C 1.918 -3.003 -0.240 -0.424
N 0.969 -0.872 2.614 -0.824
C 2.400 -1.022 2.956 -0.422
C 0.115 -1.047 3.789 -0.397
N 1.245 2.862 0.230 -0.804
C 2.374 3.743 -0.007 -0.417
C 0.122 3.449 1.112 -0.414
H 0.361 0.686 -3.680 0.190
H 1.582 1.927 -4.076 0.235
H 0.082 2.317 -3.170 0.227
H 3.226 -0.213 -2.143 0.215
H 3.495 1.279 -1.143 0.214
H 3.454 1.395 -2.944 0.234
H 0.142 -4.614 0.825 0.226
H -0.839 -3.833 -0.450 0.195
H -1.079 -3.328 1.337 0.229
H 1.762 -3.513 -1.213 0.224
H 2.530 -3.601 0.455 0.216
H 2.610 -2.105 -0.492 0.219
H 2.601 -2.113 3.007 0.202
H 2.604 -0.699 4.059 0.240
H 3.013 -0.505 2.220 0.216
H -0.772 -0.461 3.502 0.217
H 0.596 -0.611 4.686 0.228
H -0.074 -2.077 3.939 0.200
H 2.973 3.582 -0.864 0.226
H 3.036 3.752 0.900 0.222
H 1.893 4.749 -0.249 0.223
H -0.777 3.590 0.406 0.220
H 0.354 4.441 1.524 0.252
H -0.192 2.763 1.899 0.207
```

* lowest unoccupied orbital energy (spin up / spin down): -5.2 / -5.7 eV
* total charge: +2
* spin multiplicity: 5
* relative energy (zero: lowest compared OMol25 entry of this formula, charge and spin): 15.4 kcal per mole
* molecular weight: 433.2 g/mol
* highest occupied orbital energy (spin up / spin down): -0.5360 / -0.5358 hartree



This record from OMol25 describes a structure of composition C46H42I2IrN3O5PSSb. The level of theory is ωB97M-V/def2-TZVPD.

```
102
Properties=species:S:1:pos:R:3:lowdin_charge:R:1
Ir -0.485 -0.400 -0.139 0.891
I -1.990 -1.534 -5.313 1.014
C -3.032 -0.782 -3.679 -0.620
C -4.381 -0.403 -3.868 -0.225
C -5.084 0.192 -2.865 -0.660
I -7.060 0.741 -3.235 0.946
C -4.474 0.444 -1.604 -0.195
C -5.097 1.126 -0.533 -0.036
C -4.400 1.372 0.609 -0.019
C -3.081 0.900 0.730 -0.091
N -2.485 0.220 -0.227 -0.023
C -3.148 0.013 -1.412 -0.113
C -2.416 -0.604 -2.472 -0.322
O -1.135 -0.953 -2.228 -0.204
H -4.840 -0.573 -4.831 0.075
H -6.119 1.461 -0.643 0.061
H -4.844 1.902 1.439 0.120
H -2.505 1.082 1.625 0.109
N 1.376 -2.727 2.140 0.151
C 1.630 -3.109 0.722 -0.219
P -0.003 -3.669 0.065 0.386
O -0.285 -5.001 0.652 -0.328
O -1.000 -2.541 0.312 -0.444
C 0.341 -3.747 -1.728 -0.272
N -0.897 -3.530 -2.501 -0.025
H 2.225 -2.525 2.663 0.159
H 0.854 -3.458 2.634 0.139
H 0.795 -1.863 2.156 0.091
H 2.370 -3.907 0.708 0.110
H 1.993 -2.216 0.212 0.000
H 0.816 -4.704 -1.955 0.098
H 1.043 -2.941 -1.969 0.070
H -1.682 -4.010 -2.071 0.107
H -0.806 -3.883 -3.447 0.068
H -0.974 -1.967 -2.443 0.039
C 2.760 1.985 2.641 -0.046
O 1.800 0.929 2.514 -0.093
C 0.553 1.307 2.155 -0.608
O 0.165 2.443 2.150 0.099
H 2.873 2.249 3.692 0.092
H 2.440 2.857 2.077 0.090
H 3.699 1.601 2.248 0.083
C -0.253 0.101 1.791 -0.335
C -0.902 -0.527 2.737 -0.025
C -1.512 -1.235 3.664 -0.153
C -2.974 -1.099 3.912 -0.190
C -3.861 -1.277 2.854 -0.039
C -5.230 -1.170 3.059 -0.081
C -5.723 -0.894 4.326 -0.091
C -4.843 -0.735 5.391 -0.080
C -3.477 -0.844 5.186 -0.026
C -0.756 -2.258 4.438 -0.196
C 0.541 -1.991 4.879 -0.064
C 1.276 -2.960 5.547 -0.094
C 0.719 -4.208 5.798 -0.091
C -0.581 -4.473 5.387 -0.070
C -1.316 -3.504 4.720 -0.014
H -3.461 -1.531 1.878 0.113
H -5.911 -1.314 2.230 0.104
H -6.790 -0.814 4.489 0.100
H -5.224 -0.526 6.382 0.102
H -2.791 -0.724 6.016 0.120
H 0.963 -1.008 4.700 0.118
H 2.277 -2.733 5.891 0.103
H 1.289 -4.963 6.322 0.101
H -1.024 -5.441 5.580 0.106
H -2.325 -3.722 4.389 0.125
S 1.222 0.717 -0.804 0.057
Sb 3.899 -1.112 -1.852 1.467
C 5.480 0.310 -1.662 -0.385
C 5.211 1.462 -0.924 -0.146
C 6.191 2.431 -0.744 -0.090
C 7.450 2.254 -1.296 -0.094
C 7.728 1.109 -2.032 -0.090
C 6.749 0.144 -2.213 -0.131
C 3.554 -1.037 -3.956 -0.385
C 2.267 -0.703 -4.375 -0.145
C 1.960 -0.652 -5.730 -0.105
C 2.935 -0.936 -6.674 -0.092
C 4.220 -1.271 -6.264 -0.089
C 4.526 -1.322 -4.913 -0.132
C 5.152 -2.859 -1.883 -0.403
C 6.150 -3.018 -0.922 -0.147
C 6.862 -4.205 -0.820 -0.095
C 6.580 -5.260 -1.678 -0.098
C 5.588 -5.118 -2.636 -0.093
C 4.879 -3.928 -2.735 -0.142
H 4.221 1.612 -0.504 0.056
H 5.968 3.325 -0.176 0.101
H 8.215 3.007 -1.157 0.100
H 8.711 0.968 -2.465 0.101
H 6.984 -0.752 -2.776 0.091
H 1.505 -0.462 -3.639 0.049
H 0.959 -0.385 -6.045 0.057
H 2.698 -0.893 -7.730 0.100
H 4.983 -1.492 -7.000 0.101
H 5.528 -1.598 -4.606 0.092
H 6.391 -2.198 -0.253 0.095
H 7.641 -4.306 -0.075 0.100
H 7.134 -6.186 -1.601 0.099
H 5.368 -5.935 -3.313 0.101
H 4.115 -3.829 -3.499 0.092
```

* lowest unoccupied orbital energy: -0.5 eV
* molecular weight: 1347.7 g/mol
* highest occupied orbital energy: -0.2449 hartree



This record from OMol25 describes the ion C2H5ClNO2S with charge -1 at a distorted geometry. The level of theory is ωB97M-V/def2-TZVPD.

```
12
Properties=species:S:1:pos:R:3:nbo_charge:R:1
C -0.716 -1.242 0.443 -0.460
C -0.704 1.031 -0.609 -0.146
N -0.069 -0.034 -0.034 -0.674
O 2.435 -1.020 0.766 -0.994
O 2.393 1.057 -0.661 -1.000
S 1.924 0.323 0.571 1.612
Cl -1.904 2.023 0.503 -0.308
H -0.546 -1.916 -0.411 0.179
H 0.114 -1.521 1.096 0.224
H -1.708 -1.273 0.918 0.185
H -1.305 0.832 -1.542 0.155
H 0.085 1.741 -1.039 0.227
```

* lowest unoccupied orbital energy: 3.7 eV
* total charge: -1
* relative energy (zero: lowest compared OMol25 entry of this formula, charge and spin): 27.2 kcal per mole
* molecular weight: 142.6 g/mol
* highest occupied orbital energy: -0.1441 hartree



Q: The lowest molecular weight belongs to which entry?
A: C4H5NO2